No. 1
C20H72N6O16 | wB97M-V/def2-TZVPD

ΔE to the lowest compared entry with this formula, charge and spin = 40.32 kcal per mole
orbital gap = 8.952 eV
HOMO energy = -8.945 eV

Positions of all 114 atoms, in Å:
C: 3.63803 1.00137 2.02695
C: 4.20236 0.09735 0.97333
O: 4.09415 -1.21676 1.37044
H: 4.44085 1.22152 2.72654
H: 2.82607 0.50735 2.55737
H: 3.29954 1.92994 1.68103
H: 5.19379 0.40796 0.66509
H: 3.59384 0.26897 0.14098
H: 4.16041 -1.76084 0.58161
C: 1.01803 -3.57170 3.18546
C: 1.64169 -2.21543 3.59526
O: 2.31416 -2.37661 4.80205
H: 1.75374 -4.32882 3.05202
H: 0.50706 -3.50009 2.17695
H: 0.26038 -3.78600 3.94397
H: 0.88795 -1.46482 3.80620
H: 2.19808 -1.85357 2.77360
H: 3.24097 -2.15138 4.70349
C: -1.49344 -4.63254 0.24969
C: -0.62724 -5.73680 0.86710
O: -1.10075 -6.86289 0.19867
H: -2.59825 -4.65825 0.32237
H: -1.33483 -4.59912 -0.80404
H: -1.23775 -3.72070 0.67378
H: -0.76300 -5.65471 1.96583
H: 0.37092 -5.56679 0.59699
H: -0.27869 -7.31514 -0.13420
C: 0.41791 -0.35800 1.02964
C: -0.43322 -0.41161 -0.23133
O: -0.09446 0.82263 -0.89117
H: 0.01661 0.39114 1.70457
H: 1.49906 -0.21751 0.86162
H: 0.27864 -1.30777 1.55382
H: -1.46814 -0.37242 0.04776
H: -0.20296 -1.15180 -0.98193
H: -0.51630 0.89668 -1.78924
C: -0.95708 4.91979 -1.79214
O: -1.31495 4.89847 -0.45216
N: -0.07953 5.74364 -2.28340
N: -1.39049 3.98259 -2.58571
H: 0.28381 6.42590 -1.56878
H: 0.29457 5.67781 -3.21391
H: -1.92459 3.22942 -2.20195
H: -0.87568 3.72777 -3.42184
C: 0.34944 3.23308 2.06065
O: 1.16245 2.29206 2.72094
N: 0.24436 4.48794 2.31680
N: -0.46751 2.93721 1.06976
H: 0.61343 4.94959 3.14193
H: -0.18012 5.11406 1.60197
H: -0.32883 1.97987 0.65749
H: -0.93295 3.59405 0.46956
C: -3.37550 1.63317 0.14156
O: -2.77474 2.26692 -0.91555
N: -4.40568 0.90264 0.07402
N: -2.81710 1.77048 1.32581
H: -4.88317 0.80347 -0.88639
H: -4.82210 0.59555 0.97592
H: -1.88719 2.26619 1.37856
H: -3.26744 1.56398 2.18440
C: 1.23930 2.89106 -3.86845
O: 0.40073 3.55524 -4.76831
H: 1.29541 3.56237 -3.01550
H: 2.20333 2.64241 -4.23707
H: 0.80745 1.94765 -3.55926
H: 0.81628 4.41471 -4.94511
C: 2.37697 3.19110 -0.45300
O: 3.21775 4.04758 -1.25222
H: 2.41224 3.56386 0.56500
H: 2.68180 2.16684 -0.47180
H: 1.34439 3.05050 -0.79758
H: 2.96921 4.91508 -1.05365
C: -0.32199 -3.05466 -3.38935
O: -0.19417 -2.86106 -4.78089
H: -0.94513 -2.21575 -3.02237
H: 0.64961 -3.04687 -2.90094
H: -0.82535 -4.00439 -3.13315
H: -1.08887 -2.73028 -5.16073
C: -1.24311 1.35530 4.62831
O: -0.93569 1.78485 5.95526
H: -1.43106 2.14997 3.88861
H: -2.10090 0.68383 4.74838
H: -0.45595 0.70349 4.21335
H: -1.70360 1.81209 6.53507
C: -3.13477 -2.00911 -1.08041
O: -3.93830 -1.77154 0.04250
H: -3.73834 -2.58839 -1.79968
H: -2.16429 -2.39820 -1.01359
H: -3.06483 -1.12980 -1.66656
H: -4.08379 -0.80640 0.14340
C: -2.20081 0.80598 -3.80379
O: -1.00634 0.16651 -3.50274
H: -2.85151 0.09692 -4.32164
H: -2.00991 1.69362 -4.40486
H: -2.72147 1.02747 -2.86701
H: -0.41430 0.10708 -4.27617
C: -2.33244 -1.51102 2.73304
O: -3.14504 -1.31877 3.83633
H: -2.24295 -0.64495 2.10615
H: -2.62534 -2.29655 2.06157
H: -1.33824 -1.74101 3.04699
H: -3.00649 -2.09047 4.37490
C: 1.81012 -3.07289 -0.22431
O: 2.52980 -4.15017 -0.78967
H: 0.72305 -3.21210 -0.35759
H: 2.19933 -2.12533 -0.66109
H: 2.19753 -3.03740 0.82744
H: 3.42761 -3.95879 -0.55437
C: 2.48585 -0.18338 -2.75848
O: 2.81732 0.04623 -4.12994
H: 2.20577 0.76109 -2.25169
H: 3.25895 -0.70284 -2.24357
H: 1.58426 -0.75880 -2.79895
H: 3.64233 0.52968 -4.19061

No. 2
C6H11ClS | wB97M-V/def2-TZVPD

ΔE to the lowest compared entry with this formula, charge and spin = 5.36 kcal per mole
orbital gap = 9.866 eV
HOMO energy = -9.074 eV

Positions of all 19 atoms, in Å:
C: 1.49849 -0.40917 1.49952
C: 1.30915 -0.54086 -0.00193
C: 2.03681 0.58796 -0.71654
C: -0.21267 -0.64306 -0.38047
C: -1.17932 0.21524 -0.29676
Cl: -1.02915 1.82466 0.35991
C: -2.57993 0.02504 -0.83850
S: -3.80637 -0.26337 0.46368
H: 2.54814 -0.64118 1.78387
H: 1.35535 0.60747 1.86391
H: 0.87816 -1.13541 2.03829
H: 1.70045 -1.50315 -0.28950
H: 3.12904 0.54060 -0.58927
H: 1.92328 0.55120 -1.82585
H: 1.69287 1.57200 -0.46279
H: -0.44626 -1.50289 -0.97215
H: -2.85851 0.88286 -1.43478
H: -2.65201 -0.86048 -1.50818
H: -3.30752 0.69253 1.30754

No. 3
CH7N4 | wB97M-V/def2-TZVPD

ΔE to the lowest compared entry with this formula, charge and spin = 25.61 kcal per mole
charge = +1
orbital gap = 11.179 eV
HOMO energy = -14.993 eV

Positions of all 12 atoms, in Å:
C: 1.03186 -0.26359 -1.16712
N: -0.10534 -1.10705 0.04277
N: -0.65375 -0.28477 0.72739
N: -1.49376 -0.56283 1.69912
N: 0.88533 1.06758 -0.90644
H: 1.94524 -0.74882 -0.85443
H: 0.58560 -0.65661 -2.06848
H: -1.74944 -1.53794 1.81746
H: -2.03456 0.15898 2.15254
H: -0.41401 0.75009 0.56022
H: 0.36615 1.63052 -1.56325
H: 1.63670 1.55447 -0.43980

No. 4
C47H60CrN6O3Se | wB97M-V/def2-TZVPD

ΔE to the lowest compared entry with this formula, charge and spin = 35.58 kcal per mole
expectation value of S² = 0.7762
charge = -1
multiplicity = 2
orbital gap (alpha / beta) = 7.170 / 7.222 eV
HOMO energy (alpha / beta) = -4.910 / -4.963 eV

Positions of all 118 atoms, in Å:
Cr: 0.95850 -1.44738 -0.40616
C: -2.00040 5.28527 1.73627
C: -1.25715 4.59587 2.88915
C: -2.17150 4.59329 4.11425
C: 0.00041 5.40802 3.23045
C: -0.85825 3.18480 2.46262
C: -0.04467 2.99564 1.34950
C: 0.27350 1.72389 0.92388
Se: 1.38923 1.50669 -0.61538
C: 0.00877 1.64548 -1.91247
C: -0.51166 2.87520 -2.26290
C: -1.55344 2.95868 -3.17415
C: -2.00705 1.75613 -3.70997
C: -1.49707 0.49916 -3.39028
C: -0.43917 0.42649 -2.44071
O: 0.13151 -0.70022 -2.05856
C: -2.06131 -0.74839 -4.08039
C: -0.98988 -1.30971 -5.02558
C: -2.47410 -1.80185 -3.04640
C: -3.30076 -0.44691 -4.93041
C: -2.15281 4.31734 -3.53292
C: -2.70928 4.97942 -2.26426
C: -3.28977 4.20026 -4.54847
C: -1.06641 5.22105 -4.13242
C: -0.18694 0.55362 1.56719
O: 0.06272 -0.63543 1.07315
C: -0.91013 0.73475 2.76943
C: -1.24910 2.03788 3.13959
C: -1.35896 -0.38914 3.72197
C: -0.89041 -0.05067 5.14896
C: -0.79116 -1.77422 3.40143
C: -2.89125 -0.48522 3.70011
H: -2.30727 6.29446 2.02539
H: -2.89011 4.71708 1.45839
H: -1.36739 5.36415 0.85155
H: -2.44356 5.62029 4.36880
H: -1.67722 4.15249 4.98233
H: -3.09221 4.03847 3.92341
H: -0.26804 6.42747 3.52154
H: 0.67683 5.46611 2.37656
H: 0.54272 4.94262 4.05590
H: 0.34947 3.84051 0.79590
H: -0.09934 3.76422 -1.79875
H: -2.81304 1.79536 -4.42484
H: -0.03984 -1.39775 -4.51233
H: -0.85294 -0.64290 -5.88090
H: -1.27928 -2.29698 -5.39636
H: -1.65287 -2.06374 -2.38621
H: -2.82203 -2.70891 -3.54641
H: -3.29383 -1.42183 -2.42989
H: -3.07678 0.21016 -5.77371
H: -4.09701 0.00550 -4.33552
H: -3.68087 -1.38751 -5.33506
H: -3.46618 4.34440 -1.80006
H: -3.16287 5.94583 -2.50204
H: -1.92180 5.14647 -1.52848
H: -4.10211 3.57737 -4.16941
H: -2.94164 3.77448 -5.49184
H: -3.69630 5.19259 -4.75650
H: -0.24411 5.36942 -3.43115
H: -1.47989 6.20212 -4.38271
H: -0.65553 4.77578 -5.04071
H: -1.85120 2.15237 4.03069
H: 0.19748 0.04288 5.17590
H: -1.18029 -0.85555 5.82893
H: -1.32018 0.87730 5.52874
H: 0.30004 -1.76791 3.40188
H: -1.11225 -2.14172 2.43344
H: -1.13349 -2.47348 4.17102
H: -3.36015 0.44826 4.01934
H: -3.22811 -1.28392 4.36616
H: -3.24058 -0.71381 2.69148
C: 3.86091 0.96659 1.97705
N: 3.87548 -0.27825 1.20462
C: 5.06155 -0.30738 0.35947
C: 3.79623 -1.38834 2.11608
C: 4.74044 -1.42603 3.13905
C: 4.71967 -2.36466 4.15115
C: 3.67373 -3.26393 4.15098
C: 2.75735 -3.27108 3.11503
C: 2.81425 -2.40511 2.00250
N: 2.04098 -2.59960 0.83028
C: 1.87879 -3.91785 0.32345
C: 1.51881 -5.10564 0.97686
C: 1.50437 -6.32960 0.31674
C: 1.80182 -6.41647 -1.02751
C: 2.03690 -5.23979 -1.72611
C: 2.03524 -4.02694 -1.06855
N: 2.17109 -2.76941 -1.77262
C: 1.58754 -2.82630 -3.11696
C: 3.58945 -2.40201 -1.87835
H: 3.88131 1.82270 1.30604
H: 4.73733 1.05655 2.63384
H: 2.96179 1.01563 2.58614
H: 5.97706 -0.04043 0.91126
H: 4.93871 0.40548 -0.45956
H: 5.19889 -1.30246 -0.05836
H: 5.51817 -0.67272 3.14270
H: 5.47453 -2.36810 4.92690
H: 3.55259 -3.97144 4.96256
H: 1.94743 -3.95375 3.21019
H: 1.14041 -5.09046 1.97715
H: 1.22065 -7.21631 0.87001
H: 1.80268 -7.36794 -1.54230
H: 2.18181 -5.27611 -2.79702
H: 2.16075 -3.48867 -3.77468
H: 1.61380 -1.82217 -3.52372
H: 0.55381 -3.15699 -3.05747
H: 4.11886 -3.10618 -2.53026
H: 4.03564 -2.42994 -0.88712
H: 3.67558 -1.39372 -2.28613
O: -0.42201 -2.80222 -0.68619
N: -0.94115 -3.37248 0.34601
C: -1.74850 -4.35958 0.08882
C: -2.02390 -4.85625 -1.23192
N: -2.26658 -5.26685 -2.27835
C: -2.33132 -5.04071 1.20919
N: -2.80125 -5.61500 2.08809

No. 5
C6H9N | wB97M-V/def2-TZVPD

ΔE to the lowest compared entry with this formula, charge and spin = 128.41 kcal per mole
orbital gap (alpha / beta) = 8.183 / 8.184 eV
HOMO energy (alpha / beta) = -8.536 / -8.537 eV

Positions of all 16 atoms, in Å:
C: -0.50671 0.25909 1.87692
C: -0.58905 0.30732 0.37466
C: -1.65224 -0.08894 -0.31781
C: 1.04018 -1.67753 -0.70180
C: 1.56933 -0.35522 -0.90289
N: 0.95085 0.75026 -1.68407
C: 0.69222 0.73870 -0.28192
H: 0.43470 -0.20318 2.19767
H: -1.33380 -0.31659 2.29924
H: -0.53669 1.26960 2.30297
H: -2.51393 -0.52628 0.17482
H: -1.68123 -0.05257 -1.40445
H: 0.08782 -1.77486 -1.25744
H: 2.63504 -0.23042 -0.73753
H: 0.15119 0.40583 -2.21147
H: 1.25231 1.49481 0.27310

No. 6
C44H57Cl3KN3O7P2Si2 | wB97M-V/def2-TZVPD

ΔE to the lowest compared entry with this formula, charge and spin = 0.00 kcal per mole
charge = -2
orbital gap = 5.795 eV
HOMO energy = -1.974 eV

Positions of all 119 atoms, in Å:
K: 1.01084 -0.69198 -0.33491
C: -4.37915 -2.62895 -0.11480
Si: -2.70286 -2.87377 0.73264
C: -1.73269 -4.13743 -0.26172
C: -3.10088 -3.76760 2.35310
N: -1.83375 -1.44292 0.89608
P: -1.79706 -0.27234 1.94078
C: -1.24863 1.44398 1.52585
P: 0.47314 1.81827 2.10738
N: 1.62887 1.85569 1.05680
Si: 3.18650 2.38385 0.73664
C: 4.38833 2.17010 2.18228
C: 3.25946 4.24410 0.30433
C: 3.97523 1.44920 -0.69642
C: 0.93648 1.49506 3.84813
C: 0.39752 2.20237 4.91896
C: 0.85426 1.99172 6.21170
C: 1.87159 1.07648 6.44417
C: 2.41451 0.36715 5.38142
C: 1.95049 0.56682 4.08833
C: 0.15543 3.67297 2.41305
C: 1.25868 4.42859 2.82345
C: 1.17817 5.79326 3.03117
C: -0.02818 6.45859 2.83315
C: -1.14206 5.73036 2.45489
C: -1.05095 4.35197 2.26251
C: -3.67935 0.09891 1.97049
C: -4.53207 -0.45663 2.92842
C: -5.91555 -0.36486 2.83037
C: -6.50208 0.29196 1.75948
C: -5.67948 0.84569 0.78806
C: -4.30002 0.74268 0.89652
C: -1.64984 -0.58498 3.73144
C: -2.18650 0.27839 4.68084
C: -2.06019 0.00993 6.03502
C: -1.38994 -1.13252 6.45196
C: -0.83777 -1.98939 5.50928
C: -0.95833 -1.71876 4.15301
H: -4.80447 -3.58727 -0.43438
H: -4.28374 -1.98667 -0.99339
H: -5.08995 -2.14627 0.56421
H: -2.34036 -5.02585 -0.47314
H: -0.85145 -4.45117 0.30737
H: -1.38461 -3.71034 -1.20203
H: -3.66803 -4.67972 2.13060
H: -3.69281 -3.16281 3.04331
H: -2.18213 -4.05937 2.86744
H: 4.05881 2.67763 3.09388
H: 5.36930 2.57386 1.90246
H: 4.51490 1.11112 2.42258
H: 3.61366 4.83673 1.15326
H: 2.27086 4.62614 0.03673
H: 3.94024 4.42793 -0.53507
H: 4.69160 0.71277 -0.31902
H: 4.52128 2.12294 -1.36698
H: 3.25770 0.89228 -1.30047
H: -0.38695 2.92942 4.74439
H: 0.41341 2.54161 7.03603
H: 2.23523 0.91236 7.45312
H: 3.19971 -0.36002 5.55769
H: 2.32424 -0.02072 3.26220
H: 2.20507 3.92548 2.98683
H: 2.05938 6.34460 3.34065
H: -0.09651 7.52984 2.98582
H: -2.09609 6.22677 2.31648
H: -1.95103 3.80673 2.01694
H: -4.11464 -0.98146 3.77526
H: -6.53494 -0.81687 3.59744
H: -7.58044 0.36413 1.67750
H: -6.11103 1.34890 -0.07027
H: -3.71223 1.15280 0.08944
H: -2.71165 1.17092 4.35554
H: -2.47269 0.69878 6.76401
H: -1.28293 -1.34422 7.51061
H: -0.29052 -2.86886 5.83095
H: -0.48004 -2.34079 3.40889
O: -1.93326 2.61819 -0.52695
C: -1.60488 2.04887 0.43605
O: 0.14830 -0.18784 1.95980
O: 1.03444 -1.29223 2.17048
Cl: 1.76256 -4.43147 -2.11310
C: 2.87267 -3.58403 -3.21795
Cl: 4.55282 -3.92338 -2.71803
Cl: 2.64202 -4.25150 -4.85629
C: 2.58360 -1.99784 -3.12876
O: 2.21634 -1.47091 -4.18499
O: 2.76624 -1.55796 -1.98273
C: -2.25056 -2.25436 -4.43142
C: -2.79604 -1.06170 -3.61498
C: -1.63778 -0.71175 -2.67062
O: -0.85266 -1.89029 -2.57768
C: -0.82923 -2.44403 -3.88584
H: -2.23850 -2.05737 -5.50506
H: -2.85636 -3.14528 -4.26058
H: -3.67657 -1.35754 -3.04859
H: -3.07266 -0.21114 -4.24134
H: -1.95199 -0.44085 -1.66131
H: -1.02349 0.09587 -3.08618
H: -0.52079 -3.48553 -3.79841
H: -0.08657 -1.91766 -4.49524
O: 0.92746 1.33032 -2.10502
C: 1.24572 2.34557 -2.67370
C: 0.76291 3.70894 -2.25769
C: -0.27053 4.12418 -3.34198
C: -0.94589 2.95737 -4.10317
C: -0.14458 2.34190 -5.27321
C: 1.12330 1.56097 -4.89848
N: 1.89269 2.32579 -3.90937
H: 1.58572 4.42688 -2.20843
H: 0.31251 3.62927 -1.27028
H: 0.20870 4.78192 -4.07653
H: -1.04656 4.71880 -2.85748
H: -1.88097 3.33885 -4.52230
H: -1.23226 2.18483 -3.38673
H: 0.13750 3.16182 -5.94922
H: -0.80627 1.68548 -5.84848
H: 1.74071 1.37292 -5.77795
H: 0.91635 0.58753 -4.45524
H: 2.06558 3.26692 -4.23820

No. 7
CCl3F3P | wB97M-V/def2-TZVPD

expectation value of S² = 2.0071
charge = +1
multiplicity = 3
orbital gap (alpha / beta) = 7.197 / 6.410 eV
HOMO energy (alpha / beta) = -12.456 / -17.059 eV

Positions of all 8 atoms, in Å:
C: 0.44691 0.49642 -0.22115
F: 0.85650 -0.73764 1.22555
F: 0.24822 1.63162 0.31989
F: 1.38155 0.38599 -1.07924
P: -0.97008 -0.72454 -0.02575
Cl: -1.74280 -0.83297 1.74847
Cl: -0.29052 -2.26108 -0.80009
Cl: -2.47466 -0.24257 -1.24669

No. 8
C3H7S | wB97M-V/def2-TZVPD

ΔE to the lowest compared entry with this formula, charge and spin = 15.35 kcal per mole
charge = -1
orbital gap = 6.857 eV
HOMO energy = -2.623 eV

Positions of all 11 atoms, in Å:
C: 1.00598 0.52136 -1.14045
C: 1.33704 1.28398 0.12406
C: 0.74586 0.98556 1.27436
H: 1.63509 0.88515 -1.95847
H: 1.21448 -0.53735 -0.98717
H: -0.04902 0.56254 -1.40312
H: 1.97991 2.15588 0.02726
H: 0.99948 1.49016 2.20138
H: -0.04218 0.22870 1.27645
S: -1.44349 -1.29785 -0.02275
H: -2.63068 -1.91444 -0.15461